## i
This record from the OMol25 dataset describes an isolated molecule of C20H26N2O4S. The level of theory is ωB97M-V/def2-TZVPD.

The calculation puts the HOMO-LUMO gap at 8.77 eV. The value obtained for the HOMO energy is -8.24 eV. The calculation puts the lowest unoccupied orbital energy at 0.5 eV.

Each line ends with the Löwdin charge.
CARTESIAN COORDINATES (ANGSTROEM)
C1 5.72 0.17 0.36  -0.26
H1 6.88 0.49 2.82  0.07
H2 8.55 0.63 2.25  0.07
H3 -6.74 0.06 0.23  0.11
H4 2.61 -1.02 1.03  0.11
H5 6.12 1.82 -0.93  0.12
O1 -0.21 -1.23 0.17  0.02
C2 -0.26 -1.13 -2.22  -0.19
C3 3.03 0.63 -0.27  -0.21
C4 -6.22 0.92 0.60  -0.03
H6 -2.91 0.41 1.05  0.13
H7 1.07 0.15 -0.03  0.10
H8 -2.19 -1.98 1.15  0.15
C5 -4.09 -1.28 0.40  -0.14
H9 7.80 0.25 -0.09  0.11
H10 -3.90 -3.88 -0.53  0.08
C6 -0.84 -1.43 -0.86  -0.54
H11 -5.74 3.92 1.82  0.12
H12 7.33 -1.10 0.95  0.11
H13 -4.76 -1.51 -0.43  0.13
C7 4.71 -0.62 0.91  -0.04
C8 -6.81 2.12 1.07  -0.07
H14 -0.87 2.52 -1.63  0.11
H15 -7.85 2.35 1.14  0.10
C9 -3.26 -3.66 0.32  -0.04
H16 -2.60 -1.88 -1.76  0.14
N1 1.67 0.80 -0.53  0.13
N2 -2.09 -1.90 -0.89  0.11
C10 4.03 1.43 -0.82  0.00
O2 1.66 2.41 -2.16  0.07
H17 -3.79 -3.89 1.23  0.08
O3 -4.60 2.31 1.20  0.05
H18 4.97 -1.42 1.59  0.11
H19 -2.37 -4.29 0.26  0.08
C11 -2.86 -2.18 0.31  -0.36
O4 -2.43 0.31 -2.66  -0.53
C12 -3.72 0.21 0.35  -0.11
S1 -0.98 0.48 -2.84  0.99
H20 -0.55 -1.88 -2.96  0.10
H21 -0.85 1.14 -0.50  0.09
C13 3.39 -0.40 0.60  -0.01
H22 7.35 1.84 1.79  0.07
C14 7.15 -0.04 0.74  -0.22
H23 3.76 2.23 -1.50  0.10
C15 7.51 0.78 1.98  -0.10
H24 0.82 -1.02 -2.19  0.10
C16 -5.77 2.93 1.42  -0.13
H25 -3.37 0.46 -0.66  0.09
C17 -0.43 1.54 -1.42  -0.20
C18 1.08 1.65 -1.41  -0.53
C19 5.35 1.19 -0.50  -0.03
H26 -4.61 -1.49 1.33  0.13
C20 -4.87 1.09 0.69  -0.28

---

## ii
This record from the OMol25 dataset describes an isolated molecule of C20H26N2O4S. The level of theory is ωB97M-V/def2-TZVPD.

The calculation puts the HOMO-LUMO gap at 9.25 eV. Its SMILES is COc1ccc(S(=O)(=O)N(CCc2ccccc2)CC(=O)NC(C)C)cc1. The value obtained for the HOMO energy is -8.65 eV. The calculation puts the lowest unoccupied orbital energy at 0.6 eV.

Each line ends with the Löwdin charge.
CARTESIAN COORDINATES (ANGSTROEM)
C1 -1.55 -1.21 -1.12  -0.05
N1 1.08 0.75 0.25  -0.22
C2 -1.74 2.06 1.08  -0.04
H1 -5.47 -2.59 -1.39  0.10
H2 -4.46 1.80 -1.62  0.10
H3 -5.66 -0.81 -1.25  0.09
S1 0.97 -0.90 -0.05  0.70
H4 -3.50 -1.43 -1.95  0.11
H5 0.41 0.95 -1.68  0.11
O1 1.59 -1.58 1.05  -0.29
C3 -2.91 -1.41 -1.04  -0.01
C4 5.18 -0.58 -0.32  -0.40
C5 3.50 1.05 0.43  -0.48
C6 -3.03 1.68 1.43  -0.08
H6 -6.71 -1.90 -0.31  0.10
H7 4.61 -2.63 -0.65  0.08
C7 0.87 1.58 -0.92  -0.18
O2 1.43 -1.22 -1.38  -0.28
C8 -1.42 2.36 -0.24  -0.23
H8 6.05 -1.79 1.24  0.08
C9 6.34 -0.95 0.60  -0.05
H9 5.60 -1.95 -1.94  0.08
H10 2.11 0.51 2.01  0.12
C10 4.80 -1.74 -1.24  -0.05
C11 -3.70 1.86 -0.86  -0.09
H11 -0.07 3.41 -1.51  0.12
H12 1.83 1.94 -1.31  0.13
O3 4.01 2.00 -0.14  0.05
C12 -1.37 -1.34 1.27  -0.05
O4 -4.84 -1.76 0.40  -0.08
C13 -4.01 1.59 0.46  -0.10
H13 1.98 2.20 1.43  0.13
H14 3.90 -1.50 -1.79  0.06
H15 3.48 -0.93 0.87  0.11
N2 4.03 -0.19 0.46  0.09
H16 -1.06 -1.10 -2.07  0.12
H17 5.46 0.30 -0.92  0.14
C14 2.15 1.16 1.14  -0.10
H18 -2.18 2.46 -2.24  0.11
H19 -0.74 -1.33 2.15  0.12
H20 0.41 3.36 0.19  0.12
C15 -0.79 -1.17 0.03  -0.28
H21 -0.98 2.14 1.84  0.11
H22 -5.02 1.31 0.74  0.11
C16 -3.52 -1.57 0.21  -0.28
C17 -5.70 -1.76 -0.71  -0.08
C18 -0.04 2.78 -0.62  -0.12
H23 7.21 -1.24 0.02  0.08
H24 6.60 -0.11 1.24  0.08
C19 -2.42 2.24 -1.21  -0.05
C20 -2.73 -1.55 1.36  0.00
H25 -3.22 -1.69 2.32  0.13
H26 -3.26 1.47 2.46  0.11

---

Stability ranking, top and bottom: i is the most stable and ii is the least stable.

---

## i
This record from the OMol25 dataset describes the ion C2H4N with charge +1. The level of theory is ωB97M-V/def2-TZVPD.

As for the total charge: +1. The calculation puts the HOMO-LUMO gap at 11.02 eV. Its SMILES is C#C[NH3+]. The value obtained for the HOMO energy is -15.94 eV. The calculation puts the lowest unoccupied orbital energy at -4.9 eV.

Each line ends with the Löwdin charge.
CARTESIAN COORDINATES (ANGSTROEM)
C1 0.40 0.15 0.14  -0.15
H1 -1.21 -0.04 0.96  0.22
C2 1.69 0.03 -0.07  0.26
H2 2.69 -0.10 0.28  0.06
H3 -1.56 0.76 -0.50  0.24
H4 -1.10 -0.79 -0.76  0.21
N1 -0.92 -0.02 -0.06  0.15

---

## ii
This record from the OMol25 dataset describes the ion C2H4N with charge +1. The level of theory is ωB97M-V/def2-TZVPD.

As for the total charge: +1. The calculation puts the HOMO-LUMO gap at 13.49 eV. Its SMILES is C#[N+]C. The value obtained for the HOMO energy is -19.34 eV. The calculation puts the lowest unoccupied orbital energy at -5.9 eV.

Each line ends with the Löwdin charge.
CARTESIAN COORDINATES (ANGSTROEM)
H1 -1.18 0.80 -0.70  0.13
H2 2.69 0.06 0.05  0.12
C1 -1.06 -0.06 0.04  0.14
N1 0.57 0.28 0.13  0.15
H3 -1.12 -1.09 -0.42  0.12
H4 -1.56 0.04 0.94  0.06
C2 1.66 -0.03 -0.03  0.28

---

## iii
This record from the OMol25 dataset describes a cluster of 2 separate species, C2H4N in total. The level of theory is ωB97M-V/def2-TZVPD.

As for the total charge: +1. The calculation puts the HOMO-LUMO gap (alpha / beta) at 8.89 / 6.72 eV. The value obtained for the HOMO energy (alpha / beta) is -16.88 / -15.02 eV. The calculation puts the lowest unoccupied orbital energy (alpha / beta) at -8.0 / -8.3 eV.

Each line ends with the Löwdin charge.
CARTESIAN COORDINATES (ANGSTROEM)
H1 -1.29 1.84 1.41  0.03
C1 -1.40 0.89 0.90  0.51
N1 0.57 0.23 -0.83  0.21
C2 1.22 -0.76 -0.77  -0.06
H2 1.97 -0.91 -1.57  0.15
H3 1.27 -1.62 -0.10  0.13
H4 -2.33 0.32 0.95  0.03

---

## iv
This record from the OMol25 dataset describes a cluster of 2 separate species, C2H4N in total. The level of theory is ωB97M-V/def2-TZVPD.

As for the total charge: +1. The calculation puts the HOMO-LUMO gap (alpha / beta) at 11.95 / 6.85 eV. The value obtained for the HOMO energy (alpha / beta) is -18.18 / -17.74 eV. The calculation puts the lowest unoccupied orbital energy (alpha / beta) at -6.2 / -10.9 eV.

Each line ends with the Löwdin charge.
CARTESIAN COORDINATES (ANGSTROEM)
C1 -0.61 1.06 -0.66  0.25
N1 -0.07 0.20 -0.13  -0.01
H1 0.08 -1.78 0.24  0.13
H2 -2.06 3.05 -1.91  0.42
H3 1.61 -0.87 0.20  0.12
C2 0.57 -0.84 0.51  -0.03
H4 0.50 -0.69 1.59  0.13

---

Stability ranking, top and bottom: ii is the most stable and iii is the least stable.